[1]
A cluster of 2 separate species, H6N2O3Si in total, computed with ωB97M-V/def2-TZVPD.

Output
LUMO (alpha / beta): 0.00131 / 0.00601 Eh
total charge: 0
frontier orbital gap (alpha / beta): 7.88 / 6.84 eV
HOMO (alpha / beta): -0.288 / -0.245 Eh

Last column: Löwdin charge in e.
Atoms and positions in Å:
N: -1.91 0.41 -0.32  -0.178
N: -1.47 -0.26 0.89  -0.127
O: 1.50 -1.06 -1.30  -0.090
O: 2.47 -0.50 1.09  -0.097
O: 0.99 1.30 -0.42  -0.100
Si: 1.28 -0.23 0.08  0.339
H: -2.25 1.43 -0.17  0.093
H: -2.68 -0.04 -0.81  0.048
H: -1.83 -1.21 0.82  -0.011
H: 0.90 -0.76 -1.95  0.024
H: 2.51 -0.93 1.98  0.096
H: 0.48 1.84 0.11  0.003

***

[2]
A cluster of 2 separate species, H6N3P in total, computed with ωB97M-V/def2-TZVPD.

Output
LUMO: 0.02514 Eh
total charge: 0
frontier orbital gap: 10.08 eV
SMILES: [H]/N=P/N.N
HOMO: -0.345 Eh

Last column: Löwdin charge in e.
Atoms and positions in Å:
H: -3.33 -1.77 -0.36  -0.087
N: -2.52 -1.29 0.02  -0.346
P: -2.94 0.19 -0.16  0.656
N: -1.42 0.94 -0.07  -0.276
H: -1.35 1.97 0.17  0.043
H: -0.59 0.31 -0.08  -0.010
N: 1.62 0.04 0.09  0.008
H: 2.21 -0.64 -0.44  0.043
H: 2.25 0.81 0.40  0.033
H: 0.94 0.39 -0.51  -0.063

***

[3]
A cluster of 2 separate species, H6N4O in total, computed with ωB97M-V/def2-TZVPD.

Output
LUMO (alpha / beta): 0.01976 / 0.03619 Eh
total charge: 0
frontier orbital gap (alpha / beta): 8.30 / 9.76 eV
HOMO (alpha / beta): -0.285 / -0.323 Eh

Last column: Löwdin charge in e.
Atoms and positions in Å:
N: -2.55 1.01 1.00  0.018
N: 1.83 -0.71 0.02  0.008
N: -1.30 -1.57 -0.87  0.058
N: -1.54 0.37 0.39  -0.100
O: -2.05 -0.64 -0.23  -0.218
H: -2.28 1.89 1.40  0.084
H: -3.48 0.80 0.55  0.129
H: 1.30 0.13 0.23  -0.007
H: 2.81 -0.49 -0.22  0.037
H: 1.71 -1.21 0.85  -0.015
H: -0.28 -1.39 -0.78  0.006

***

[4]
An isolated molecule of H6NO2PSi, computed with ωB97M-V/def2-TZVPD.

Output
LUMO: 0.01493 Eh
total charge: 0
frontier orbital gap: 9.97 eV
SMILES: N[Si@H](O)[PH2]=O
HOMO: -0.351 Eh

Last column: Löwdin charge in e.
Atoms and positions in Å:
N: -0.02 1.64 -0.39  -0.105
Si: 0.25 -0.03 -0.71  0.296
O: -0.96 -0.58 -1.69  -0.204
P: 0.19 -1.09 1.31  0.523
O: 0.74 -2.48 1.31  -0.525
H: 0.57 2.08 0.30  0.025
H: -0.08 2.25 -1.20  0.032
H: 1.52 -0.43 -1.34  -0.021
H: -1.83 -0.22 -1.56  0.052
H: 0.77 -0.19 2.23  -0.040
H: -1.15 -0.93 1.74  -0.032

***

[5]
An isolated molecule of H6NP3, computed with ωB97M-V/def2-TZVPD.

Output
LUMO: 0.02312 Eh
total charge: 0
frontier orbital gap: 8.65 eV
SMILES: [PH2]#[PH]N=[PH3]
HOMO: -0.295 Eh

Last column: Löwdin charge in e.
Atoms and positions in Å:
P: 2.23 -0.20 -0.30  0.378
P: 0.72 1.36 -0.41  0.336
N: -0.68 0.40 -0.67  -0.784
P: -1.77 -0.23 0.21  0.576
H: 1.07 -1.10 -0.81  -0.105
H: 2.23 -0.34 1.13  -0.190
H: 0.82 1.57 -1.85  -0.111
H: -2.80 0.57 0.91  -0.037
H: -2.46 -1.25 -0.59  -0.019
H: -1.50 -1.14 1.35  -0.043

***

[6]
A cluster of 2 separate species, H6NS in total, computed with ωB97M-V/def2-TZVPD.

Output
LUMO: -0.15161 Eh
total charge: +1
frontier orbital gap: 10.72 eV
HOMO: -0.546 Eh

Last column: Löwdin charge in e.
Atoms and positions in Å:
N: -0.01 0.24 -1.17  0.274
H: -0.66 -0.35 -1.70  0.152
H: -0.32 0.17 -0.16  -0.017
H: 0.94 -0.11 -1.27  0.153
H: -0.06 1.21 -1.49  0.158
S: -0.54 -0.14 1.97  0.650
H: 0.66 0.32 2.09  -0.198
H: -0.02 -1.33 1.73  -0.172

***

[7]
A cluster of 2 separate species, H6NS2 in total, computed with ωB97M-V/def2-TZVPD.

Output
LUMO: -0.15389 Eh
total charge: +1
frontier orbital gap: 8.63 eV
HOMO: -0.471 Eh

Last column: Löwdin charge in e.
Atoms and positions in Å:
N: 0.25 1.46 0.94  0.312
H: -0.39 1.85 1.63  0.166
H: 0.40 2.18 0.22  0.165
H: -0.11 0.67 0.37  0.010
H: 1.17 1.28 1.31  0.160
S: -0.02 -0.99 -1.93  0.260
S: -1.04 -1.56 -0.16  0.269
H: 0.16 -2.17 -2.53  -0.182
H: -0.42 -2.72 0.14  -0.159

***

[8]
A cluster of 3 separate species, H6O2S2 in total, computed with ωB97M-V/def2-TZVPD.

Output
LUMO (alpha / beta): -0.22700 / -0.33068 Eh
total charge: +1
expectation value of S²: 0.75
frontier orbital gap (alpha / beta): 8.92 / 6.08 eV
2S+1: 2
HOMO (alpha / beta): -0.555 / -0.554 Eh

Last column: Löwdin charge in e.
Atoms and positions in Å:
S: 0.80 -0.73 1.02  0.654
S: 0.88 -0.58 -1.08  0.641
H: 1.33 0.45 1.34  -0.111
H: 0.02 -1.62 -1.01  -0.121
H: -0.02 3.14 -0.41  0.054
H: -0.39 1.54 -0.70  0.045
O: -0.39 2.35 0.06  -0.166
H: -2.18 -0.75 0.76  0.041
H: -3.35 0.09 0.08  0.057
O: -2.40 -0.07 0.07  -0.094

***

[9]
A cluster of 3 separate species, H6O3 in total, computed with ωB97M-V/def2-TZVPD.

Output
LUMO: 0.03379 Eh
total charge: 0
frontier orbital gap: 12.34 eV
SMILES: O.O.O
HOMO: -0.420 Eh

Last column: Löwdin charge in e.
Atoms and positions in Å:
O: 1.11 0.03 -1.17  -0.078
H: 0.77 -0.64 -0.53  0.004
H: 1.19 -0.38 -2.03  0.044
O: -0.25 -1.34 0.77  -0.065
H: 0.30 -1.55 1.53  0.059
H: -0.63 -0.45 0.88  0.011
O: -0.75 1.36 0.55  -0.060
H: -1.58 1.71 0.19  0.064
H: -0.15 1.25 -0.20  0.021

***

[10]
A cluster of 3 separate species, H6O3 in total, computed with ωB97M-V/def2-TZVPD.

Output
LUMO: 0.01246 Eh
total charge: 0
frontier orbital gap: 10.75 eV
SMILES: O.O.O
HOMO: -0.383 Eh

Last column: Löwdin charge in e.
Atoms and positions in Å:
O: -15.80 -18.29 3.19  -0.066
H: -14.87 -18.46 3.09  0.031
H: -15.87 -18.01 4.15  0.075
O: -17.93 -16.22 2.72  -0.005
H: -18.40 -16.82 2.19  0.037
H: -17.43 -16.78 3.30  0.011
O: -17.91 -13.68 2.08  -0.099
H: -17.84 -14.64 1.96  -0.023
H: -17.07 -13.50 2.54  0.039

***

[11]
A cluster of 3 separate species, H6O3 in total, computed with ωB97M-V/def2-TZVPD.

Output
LUMO: 0.01418 Eh
total charge: 0
frontier orbital gap: 11.15 eV
SMILES: O.O.O
HOMO: -0.396 Eh

Last column: Löwdin charge in e.
Atoms and positions in Å:
O: -21.90 -12.30 -12.67  -0.012
H: -22.71 -12.74 -12.63  0.021
H: -21.32 -12.89 -12.24  -0.020
O: -20.45 -9.84 -13.30  -0.050
H: -21.00 -10.60 -13.23  -0.038
H: -19.54 -10.08 -13.12  0.027
O: -20.47 -14.40 -11.29  -0.040
H: -21.09 -14.48 -10.56  0.055
H: -19.63 -14.01 -11.03  0.057

***

[12]
A cluster of 3 separate species, H6O3 in total, computed with ωB97M-V/def2-TZVPD.

Output
LUMO: 0.02201 Eh
total charge: 0
frontier orbital gap: 11.86 eV
SMILES: O.O.O
HOMO: -0.414 Eh

Last column: Löwdin charge in e.
Atoms and positions in Å:
O: 0.38 0.41 -4.38  -0.071
H: 0.43 0.76 -5.28  0.037
H: -0.23 1.05 -3.99  0.034
O: -0.80 1.14 3.64  -0.070
H: -0.48 0.74 2.82  0.017
H: -1.38 0.46 4.02  0.038
O: 0.62 -1.53 1.44  -0.057
H: 1.24 -0.96 0.98  0.036
H: 0.22 -2.07 0.74  0.037

***

| no. | largest force on an atom (eV Å⁻¹) | E_tot (eV) |
| --- | --- | --- |
| 1 | 3.10 | -17097.5979 |
| 2 | 3.12 | -13856.1046 |
| 3 | 2.57 | -8099.4438 |
| 4 | 0.28 | -22850.7046 |
| 5 | 2.38 | -29451.1935 |
| 6 | 1.66 | -12415.8248 |
| 7 | 2.03 | -23250.7648 |
| 8 | 4.85 | -25853.1347 |
| 9 | 0.44 | -6240.2532 |
| 10 | 2.20 | -6239.5569 |
| 11 | 2.13 | -6239.8205 |
| 12 | 0.91 | -6239.6703 |